Record 1
DFT (wB97M-V/def2-TZVPD) results for one molecule with the formula C5H8S.

Geometry (Å):
C: -2.08 -0.27 -0.20
C: -0.84 -0.65 -0.51
C: 0.22 -0.98 0.46
C: 1.37 -0.09 0.15
C: 0.94 1.33 0.01
S: 2.86 -0.58 -0.25
H: -2.29 -0.20 0.88
H: -2.87 -0.14 -0.87
H: -0.53 -0.65 -1.63
H: -0.11 -0.83 1.49
H: 0.58 -2.03 0.43
H: -0.03 1.46 0.47
H: 1.05 1.72 -0.97
H: 1.74 1.90 0.57

The calculated total energy comes out at -16148.2918 eV. The multiplicity is 1. As for the highest occupied orbital energy: -8.56 eV. As for the charge: 0. The HOMO-LUMO gap comes out at 8.50 eV. As for the energy relative to the best compared isomer or geometry (same formula, charge and spin): 31.0 kcal/mol.

=====

Record 2
DFT (wB97M-V/def2-TZVPD) results for C31H21FN3O3PPb as an isolated structure.

Geometry (Å):
Pb: -2.02 -0.82 -1.94
O: -0.16 -3.57 4.54
N: -1.30 -3.92 4.30
O: -2.00 -4.61 5.01
C: -1.90 -3.40 3.05
C: -3.21 -3.11 3.08
C: -3.84 -2.52 1.94
C: -5.21 -2.20 1.91
C: -5.74 -1.62 0.79
C: -4.90 -1.36 -0.30
N: -3.61 -1.67 -0.29
C: -3.07 -2.23 0.81
C: -1.67 -2.56 0.79
N: -0.96 -2.28 -0.33
C: 0.30 -2.64 -0.41
C: 0.95 -3.33 0.61
C: 0.27 -3.60 1.77
C: -1.07 -3.19 1.90
H: -3.79 -3.32 3.98
H: -5.83 -2.41 2.77
H: -6.79 -1.36 0.72
H: -5.29 -0.90 -1.19
H: 0.83 -2.38 -1.32
H: 1.98 -3.64 0.48
H: 0.76 -4.11 2.58
O: 1.06 -0.86 -4.48
C: 1.77 -0.13 -4.00
C: 2.69 0.80 -3.52
C: 3.87 0.99 -4.27
C: 4.74 1.97 -3.83
C: 4.42 2.72 -2.70
C: 3.25 2.51 -1.98
C: 2.35 1.53 -2.36
P: 0.77 1.14 -1.47
C: 0.18 2.81 -1.12
C: 0.57 3.53 0.01
C: 0.13 4.83 0.18
C: -0.69 5.42 -0.77
C: -1.09 4.71 -1.89
C: -0.66 3.40 -2.06
C: 1.39 0.49 0.11
C: 2.68 -0.02 0.28
C: 3.06 -0.55 1.51
C: 2.17 -0.57 2.57
C: 0.88 -0.07 2.40
C: 0.49 0.45 1.18
H: 4.07 0.41 -5.16
H: 5.65 2.15 -4.37
H: 5.10 3.49 -2.37
H: 3.04 3.12 -1.11
H: 1.20 3.07 0.76
H: 0.43 5.39 1.06
H: -1.03 6.44 -0.63
H: -1.74 5.16 -2.62
H: -0.99 2.84 -2.93
H: 3.40 0.00 -0.52
H: 4.07 -0.93 1.64
H: 2.47 -0.96 3.53
H: 0.19 -0.08 3.23
H: -0.51 0.84 1.04
F: -2.08 0.73 -0.58

The calculated total energy comes out at -60338.9215 eV. The multiplicity is 1. As for the highest occupied orbital energy: -13.91 eV. As for the charge: +2. The HOMO-LUMO gap comes out at 6.69 eV. As for the energy relative to the best compared isomer or geometry (same formula, charge and spin): 0.0 kcal/mol.